Molecular formula: C33H43HfN8O3P2
Method: DFT, ωB97M-V/def2-TZVPD

Summary:
E_LUMO = -8.13 eV
net charge = +3
Kohn-Sham gap = 6.98 eV
electronic energy = -2677.28785 Ha

Last column: Löwdin charge in e.
Atoms and positions in Å:
Hf 0.21692 -0.38317 -0.57882  1.62
C -0.38538 -3.17271 -2.41420  -0.07
N 0.32981 -1.89090 -2.56474  -0.12
C 1.76020 -2.01397 -2.91072  -0.08
C 2.31697 -0.62708 -2.84596  -0.30
N 1.67282 0.33473 -2.20639  0.03
C 2.49687 1.46870 -2.27950  -0.20
C 2.31820 2.76146 -1.79038  -0.02
C 3.31788 3.67512 -2.05682  -0.04
C 4.46348 3.32518 -2.78979  -0.04
C 4.65010 2.04927 -3.28044  0.02
C 3.64238 1.13292 -3.00503  -0.16
N 3.48790 -0.21264 -3.33935  0.21
C -0.44228 -3.48140 -0.95571  -0.28
N -0.23410 -2.53827 -0.05252  0.01
C -0.27843 -3.18066 1.19335  -0.22
C -0.00053 -2.70641 2.47159  -0.04
C -0.11562 -3.60293 3.51603  -0.04
C -0.48008 -4.94091 3.29964  -0.03
C -0.71093 -5.43340 2.03076  0.03
C -0.59007 -4.52416 0.98755  -0.15
N -0.67903 -4.67133 -0.39666  0.21
H 0.08841 -3.98164 -2.97468  0.15
H -1.39786 -3.05924 -2.80651  0.15
H -0.11764 -1.35500 -3.30141  0.09
H 1.91212 -2.46362 -3.89504  0.15
H 2.24931 -2.64686 -2.16580  0.14
H 1.44386 3.03232 -1.21348  0.10
H 3.22220 4.68999 -1.69468  0.12
H 5.21717 4.07829 -2.97537  0.13
H 5.53170 1.78328 -3.84837  0.13
H 4.13070 -0.76689 -3.88562  0.19
H 0.32633 -1.68899 2.64044  0.09
H 0.09347 -3.27567 4.52606  0.12
H -0.55798 -5.60724 4.14792  0.13
H -0.95905 -6.47284 1.86303  0.13
H -0.86236 -5.53173 -0.89164  0.19
C 4.11028 -1.63622 1.23933  0.03
C 2.97189 -0.70371 0.99092  -0.29
O 2.05437 -1.12667 0.22072  -0.12
C 2.91115 0.58580 1.60734  -0.09
C 3.93358 1.00297 2.49331  0.01
C 3.89878 2.23701 3.08510  -0.03
C 2.83427 3.10228 2.80831  -0.01
C 1.81903 2.73197 1.94935  0.00
C 1.84048 1.47927 1.34242  -0.30
O 0.84797 1.14561 0.51636  -0.28
H 3.98366 -2.53688 0.64578  0.10
H 4.14390 -1.91104 2.29590  0.12
H 5.06408 -1.16499 1.00091  0.11
H 4.75700 0.33700 2.71146  0.12
H 4.68460 2.54235 3.76131  0.13
H 2.80475 4.07831 3.27547  0.13
H 0.99711 3.40254 1.73249  0.13
C -1.23938 0.77200 -4.50982  -0.14
P -1.90898 1.29565 -2.92896  0.65
C -3.68260 1.08515 -2.97149  -0.13
C -1.50397 3.02175 -2.70916  -0.12
O -1.30509 0.44727 -1.78365  -0.52
H -1.61214 1.42422 -5.30221  0.08
H -1.55611 -0.24532 -4.74874  0.07
H -0.15013 0.84281 -4.49068  0.06
H -4.10073 1.65228 -3.80563  0.09
H -4.12922 1.44952 -2.04561  0.06
H -3.93423 0.03232 -3.10103  0.07
H -1.93586 3.61417 -3.51786  0.09
H -0.41946 3.14491 -2.72170  0.05
H -1.89894 3.38304 -1.75894  0.07
C -3.88214 -0.03931 3.63860  -0.16
N -2.76871 0.90686 3.72223  -0.14
C -3.18632 2.19138 3.16789  -0.16
N -3.66921 2.08172 1.78854  -0.14
C -4.76031 1.10396 1.74650  -0.16
N -4.38455 -0.20676 2.27265  -0.14
C -3.43310 -0.89773 1.41778  -0.30
P -1.85533 0.06750 1.27375  0.99
C -1.57109 0.38707 3.09045  -0.29
C -2.59915 1.72611 0.87612  -0.32
H -4.69747 0.33678 4.25576  0.14
H -3.56960 -1.00704 4.03359  0.14
H -2.35252 2.89440 3.20596  0.13
H -3.99535 2.58518 3.78211  0.14
H -5.11193 0.99381 0.71785  0.13
H -5.58420 1.48864 2.34683  0.14
H -3.86973 -1.04862 0.42717  0.09
H -3.21438 -1.88447 1.83428  0.09
H -0.74535 1.09424 3.20918  0.10
H -1.29573 -0.54295 3.58647  0.08
H -2.99840 1.69717 -0.14073  0.05
H -1.81294 2.48510 0.90929  0.09

Molecular formula: C30H50CrGeN6O2S3Si2Te
Method: DFT, ωB97M-V/def2-TZVPD

Summary:
E_LUMO (alpha / beta) = -2.69 / -2.44 eV
multiplicity = 2
net charge = +1
Kohn-Sham gap (alpha / beta) = 7.57 / 7.83 eV
electronic energy = -6814.95876 Ha

Last column: Löwdin charge in e.
Atoms and positions in Å:
Cr 0.65356 -0.72400 0.78661  0.47
C 1.65504 -1.19294 4.87881  -0.06
C 2.69328 -1.05270 3.80526  -0.56
N 2.50446 -1.09498 2.51136  0.06
C 3.69520 -1.07995 1.83323  -0.33
C 4.80891 -0.94666 2.59170  -0.32
S 4.35606 -0.91600 4.22967  1.13
C 3.64327 -1.27228 0.38919  -0.31
C 4.70165 -1.59317 -0.38369  -0.31
S 4.21322 -1.69270 -2.00168  1.13
C 2.61111 -1.30997 -1.58660  -0.63
N 2.42353 -1.14039 -0.28490  0.00
C 1.63021 -1.10564 -2.68960  -0.09
H 0.91718 -0.40217 4.81057  0.04
H 2.11600 -1.15934 5.86552  0.09
H 1.14577 -2.15207 4.77408  0.05
H 5.84235 -0.87731 2.27957  0.09
H 5.72254 -1.78601 -0.08007  0.09
H 2.11900 -1.20506 -3.65922  0.09
H 1.21980 -0.11440 -2.60454  0.01
H 0.80874 -1.81319 -2.64635  0.06
N -3.87203 5.64413 2.02194  0.12
C -2.97009 4.63062 2.21661  -0.30
C -1.59237 4.86365 2.07849  -0.02
C -0.68934 3.83647 2.23362  -0.07
C -1.14994 2.55785 2.51867  -0.35
C -2.50853 2.30715 2.69076  -0.06
C -3.41003 3.33558 2.54045  -0.01
S -0.01150 1.26024 2.71645  0.61
O 0.36381 1.19112 4.09867  -0.26
O 1.11682 1.43023 1.75455  -0.43
N -0.72904 -0.07825 2.17063  -0.20
C -0.65151 -1.24177 2.93395  -0.48
N -1.34863 -1.45824 4.03744  0.18
C -1.20472 -2.66892 4.57989  -0.09
C -0.38905 -3.65260 4.03514  -0.04
C 0.30960 -3.32256 2.89474  -0.11
N 0.18899 -2.11486 2.34996  0.02
H -3.55976 6.58239 1.86878  0.10
H -4.83672 5.50911 2.25334  0.10
H -1.23910 5.86460 1.84726  0.12
H 0.37628 4.02488 2.14297  0.12
H -2.84838 1.30436 2.92829  0.12
H -4.47257 3.14897 2.66754  0.12
H -1.77043 -2.85249 5.48817  0.12
H -0.30210 -4.63243 4.48495  0.12
H 0.99480 -4.01132 2.41432  0.13
C 2.74009 4.43409 -2.97210  -0.18
Si 2.30795 2.67656 -2.55885  0.42
C 1.93830 1.78169 -4.15747  -0.16
C 3.69498 1.87114 -1.60793  -0.16
C 0.84018 2.81487 -1.40419  -0.52
Te -0.41390 1.23310 -0.70188  1.49
C -1.37849 0.73478 -2.57009  -0.51
Si -3.27421 0.72370 -2.39748  0.38
C -3.99186 -0.13540 -3.88136  -0.18
C -3.78056 2.51401 -2.31113  -0.18
C -3.88814 -0.14690 -0.86251  -0.18
H 3.66348 4.47569 -3.56140  0.04
H 2.88625 5.04295 -2.07288  0.04
H 1.94367 4.89455 -3.56868  0.04
H 2.37389 2.34214 -4.99210  0.04
H 0.86220 1.69149 -4.34561  0.03
H 2.37007 0.77524 -4.17843  0.01
H 4.34788 1.27910 -2.25797  0.03
H 3.29953 1.21944 -0.81946  0.02
H 4.31234 2.63665 -1.12206  0.05
H 0.12004 3.53538 -1.79979  0.02
H 1.22287 3.23042 -0.46767  0.01
H -0.98252 -0.18223 -3.00989  0.00
H -1.12728 1.56915 -3.23828  0.01
H -3.86210 0.45853 -4.79485  0.04
H -5.06674 -0.30827 -3.74186  0.04
H -3.51311 -1.10977 -4.03870  0.03
H -3.42933 3.06782 -3.19288  0.04
H -3.35541 2.98491 -1.41836  0.02
H -4.87126 2.61724 -2.26227  0.04
H -3.91354 -1.23475 -0.99609  0.03
H -4.91111 0.19018 -0.65250  0.04
H -3.28319 0.07223 0.02345  0.01
C 1.49815 -4.40126 -1.22079  -0.21
Ge -0.32443 -3.80284 -0.82811  0.75
C -1.00407 -5.08706 0.48386  -0.21
C -1.39999 -3.99542 -2.44815  -0.21
C -0.64642 -1.94907 -0.23313  -0.37
H 1.47518 -5.49556 -1.21489  0.03
H 2.21292 -4.07555 -0.45745  0.02
H 1.85034 -4.07950 -2.20290  0.02
H -1.36880 -5.96104 -0.06156  0.03
H -1.82975 -4.68049 1.07496  0.03
H -0.21477 -5.42256 1.16185  0.01
H -1.33816 -5.02292 -2.82275  0.03
H -1.06492 -3.31904 -3.24258  0.01
H -2.44924 -3.77249 -2.22588  0.02
H -1.47343 -2.08974 0.47067  0.01
H -1.07894 -1.42223 -1.08634  -0.05

Molecular formula: C28H25N3O5
Method: DFT, ωB97M-V/def2-TZVPD

Summary:
E_LUMO = 0.49 eV
SMILES = COc1ccc(/C=C(/NC(=O)c2ccccc2)C(=O)N[C@@H](Cc2c[nH]c3ccccc23)C(=O)O)cc1
Kohn-Sham gap = 8.19 eV
electronic energy = -1622.52627 Ha

Last column: natural (NBO) charge in e.
Atoms and positions in Å:
C -7.30129 -1.39868 -0.20492  -0.25
O -6.42517 -1.90193 0.77415  -0.49
C -5.08548 -1.85220 0.53385  0.30
C -4.49678 -1.31900 -0.60867  -0.26
C -3.12156 -1.31256 -0.74288  -0.18
C -2.29296 -1.82950 0.25332  -0.13
C -0.84440 -1.86822 0.12523  -0.21
C -0.06821 -0.96164 -0.49256  0.07
N 1.29912 -1.11689 -0.71375  -0.60
C 2.15777 -2.01240 -0.15038  0.66
O 1.83066 -2.84204 0.67615  -0.61
C 3.56518 -1.86912 -0.62039  -0.06
C 3.89468 -1.43481 -1.90117  -0.22
C 5.22264 -1.32761 -2.27424  -0.21
C 6.22899 -1.64612 -1.37692  -0.20
C 5.90615 -2.09574 -0.10696  -0.20
C 4.58090 -2.21550 0.26582  -0.20
C -0.50952 0.36948 -1.01245  0.67
O -0.01477 0.87671 -2.00575  -0.65
N -1.40430 1.01862 -0.24250  -0.59
C -1.75616 2.38996 -0.54554  -0.14
C -0.60920 3.35732 -0.17378  -0.42
C 0.13047 2.85113 1.02191  -0.09
C -0.29332 2.81329 2.31887  -0.03
N 0.63866 2.18654 3.10178  -0.54
C 1.68911 1.80095 2.32039  0.19
C 2.86420 1.13541 2.64777  -0.24
C 3.76110 0.88924 1.63212  -0.22
C 3.50133 1.29375 0.31923  -0.24
C 2.33535 1.94471 -0.01353  -0.20
C 1.40552 2.20464 0.99417  -0.12
C -2.13309 2.43775 -2.02817  0.81
O -2.86962 1.63916 -2.54102  -0.60
O -1.62398 3.48134 -2.67532  -0.68
C -2.89830 -2.39367 1.38116  -0.16
C -4.26650 -2.39498 1.52697  -0.27
H -7.20418 -1.94381 -1.14913  0.18
H -7.13505 -0.33146 -0.38398  0.18
H -8.30406 -1.54511 0.19368  0.20
H -5.09335 -0.90872 -1.40729  0.22
H -2.69172 -0.90723 -1.64577  0.23
H -0.35722 -2.73543 0.54845  0.26
H 1.68304 -0.39056 -1.30797  0.43
H 3.12204 -1.20309 -2.62030  0.22
H 5.47416 -0.99359 -3.27028  0.22
H 7.26389 -1.55177 -1.67145  0.21
H 6.68934 -2.35531 0.59005  0.21
H 4.30640 -2.57213 1.24704  0.24
H -1.77695 0.57190 0.57768  0.43
H -2.65847 2.62915 0.02608  0.23
H 0.08252 3.41875 -1.01217  0.24
H -1.02524 4.34953 0.00456  0.22
H -1.19891 3.19681 2.74994  0.21
H 0.56580 2.04385 4.09438  0.41
H 3.06555 0.82682 3.66292  0.21
H 4.68611 0.37580 1.84706  0.22
H 4.23887 1.08688 -0.44257  0.22
H 2.13987 2.24739 -1.03147  0.22
H -1.85866 3.43580 -3.61591  0.50
H -2.27635 -2.82165 2.15361  0.22
H -4.73462 -2.82021 2.40085  0.22

Molecular formula: C25H33O2PmTe
Method: DFT, ωB97M-V/def2-TZVPD

Summary:
E_LUMO (alpha / beta) = 0.12 / 0.12 eV
multiplicity = 5
Kohn-Sham gap (alpha / beta) = 7.20 / 7.23 eV
electronic energy = -1999.17134 Ha

Last column: Löwdin charge in e.
Atoms and positions in Å:
O -0.10143 1.73397 -3.72716  -0.12
C 0.94607 2.51907 -4.37340  -0.14
C -0.03835 3.70766 -4.52641  -0.05
H 1.25678 1.97402 -5.28606  0.12
H 1.82315 2.76193 -3.77417  0.08
C -1.09844 2.75974 -3.89564  -0.57
H -0.19908 3.92527 -5.57988  0.10
H 0.23262 4.57272 -3.88940  0.12
C -2.17723 2.30207 -4.83471  -0.02
H -1.76162 2.10917 -5.81104  0.08
H -2.95158 3.08691 -4.89087  0.10
H -2.63134 1.38957 -4.45629  0.08
C -1.75162 3.13775 -2.57314  -0.01
H -1.11718 3.68210 -1.87221  0.08
H -2.11152 2.23303 -2.05527  0.07
H -2.63283 3.76107 -2.79856  0.09
Pm 0.65305 -1.64193 -1.18277  1.47
C 1.21632 0.76435 0.44075  -0.20
C 2.24326 -0.18996 0.21468  -0.32
C 2.90734 0.19130 -0.99139  -0.22
H 2.44293 -1.09490 0.78501  0.04
C 2.24582 1.30700 -1.53120  -0.16
C 1.25497 1.71587 -0.61210  -0.13
H 0.69007 2.65119 -0.67302  0.09
H 0.63944 0.85222 1.34559  0.10
H 3.87736 -0.15877 -1.32802  0.09
H 2.52635 1.81466 -2.44143  0.06
C -1.47811 -1.32924 0.29365  -0.25
C -1.72221 -0.13754 -0.45762  -0.18
C -2.17800 -0.51404 -1.75880  -0.15
H -1.66024 0.88334 -0.09635  0.09
C -2.18700 -1.93436 -1.82403  -0.19
C -1.73511 -2.45454 -0.57647  -0.29
H -1.63350 -3.50917 -0.32584  0.08
H -1.20843 -1.39300 1.34995  0.09
H -2.59853 0.14702 -2.51841  0.08
H -2.61561 -2.51723 -2.64359  0.10
O 0.60178 -1.80004 -3.31155  -0.40
C -0.08775 -1.44918 -4.63371  -0.06
C 0.59039 -2.31312 -5.71576  -0.14
H 0.03846 -0.37678 -4.81358  0.11
H -1.14150 -1.73588 -4.49619  0.12
C 1.30925 -3.46774 -4.97575  -0.13
H 1.28709 -1.71030 -6.31508  0.11
H -0.12445 -2.71895 -6.43322  0.11
C 1.41712 -3.03718 -3.49156  -0.23
H 2.28748 -3.68901 -5.43201  0.12
H 0.72014 -4.39375 -5.01633  0.12
H 2.44654 -2.74808 -3.22107  0.11
H 1.05785 -3.84172 -2.80698  0.02
Te 1.79074 -4.22699 -0.21058  0.76
C 1.60098 -3.43958 1.75614  -0.69
C 0.31625 -3.46896 2.33174  -0.19
C 0.09860 -2.80482 3.55364  -0.09
C 1.14527 -2.03666 4.11967  -0.09
C 2.46029 -2.14514 3.61567  -0.08
C 2.69406 -2.84730 2.41978  -0.18
H -0.49690 -3.95622 1.78999  0.08
H -0.86883 -2.88785 4.05564  0.10
H 0.92916 -1.37820 4.97884  0.10
H 3.29145 -1.68465 4.15785  0.10
H 3.68190 -2.88410 1.95882  0.10

Question: Among the records above, which one has the highest electronic energy?
Answer: C28H25N3O5